1.
77
Properties=species:S:1:pos:R:3:forces:R:3 method="wB97M-V/def2-TZVPD" max_force_ha_per_bohr=0.010 s_squared=6.092 gap_ha="0.246 / 0.229" spin_multiplicity=5 de_lowest_kcal_mol=0.0 e_tot_ev=-72991.425
Pt 0.035389 0.061809 -0.440608 -0.3922 -0.0259 0.3053
S -1.373015 2.005729 0.545429 0.2832 0.1099 -0.2328
S -0.735293 -1.044131 1.543479 0.2069 -0.0876 -0.1788
Si 2.708598 1.468446 1.119534 -0.1223 -0.1732 0.0651
N 1.419818 -1.929576 -0.541944 0.2144 -0.0502 0.0992
N -1.764878 -0.274750 -1.521554 -0.0866 -0.0136 -0.0370
N 0.717132 1.090064 -2.007793 0.0474 0.0690 -0.0897
N 1.910828 0.147700 0.357869 0.1324 -0.1860 -0.2304
N -5.343106 -0.708493 -3.594723 0.0153 0.0305 0.0536
C 1.707066 0.728520 -2.706736 0.0957 0.0199 -0.0307
C -2.173365 0.651165 -2.399972 0.0450 -0.0226 -0.0177
C 3.387592 -1.688776 0.962779 0.0505 0.0765 0.0391
C 1.803650 3.061282 0.805873 -0.0946 0.1385 -0.0546
C 4.043816 -2.929773 -2.755047 -0.1027 0.0292 -0.0885
C 3.855990 2.548441 -5.265878 -0.0394 0.0124 0.0044
C -4.160092 -0.575120 -2.929384 -0.0778 -0.0299 -0.0671
C 0.200635 -3.980634 -0.742378 -0.0012 -0.0496 0.0041
C 4.475271 1.723326 0.532457 0.1495 -0.0158 -0.0448
C -2.544875 -1.346411 -1.339307 0.0274 0.0405 0.0134
C 2.828729 1.220801 2.975997 0.0223 0.0689 0.1509
C 3.084618 -2.622891 -3.753447 0.0730 -0.0011 0.0708
C -1.882927 -0.342096 3.880448 0.0149 -0.0162 -0.0459
C 2.132920 1.642821 -3.832378 0.0296 -0.0790 0.0526
C 2.931894 3.398021 -5.857013 -0.0079 -0.0315 0.0348
C -1.776313 1.426817 2.064343 -0.0901 -0.2999 0.2884
C 3.387380 -0.892967 -1.444544 -0.0520 0.1112 -0.0371
C 2.494707 -0.556393 -2.611562 -0.0414 0.1075 0.0175
C -1.485062 0.122865 2.500079 -0.1894 0.2895 0.0775
C 1.214904 2.502357 -4.428480 -0.0203 0.0459 -0.0019
C 2.381433 -1.409993 -3.671470 -0.0413 -0.0496 -0.0135
C 3.196664 -2.964831 1.393674 -0.0824 -0.0100 -0.0564
C -3.728585 -1.538146 -2.011518 0.0133 -0.0227 0.0072
C -2.519631 2.373920 2.980984 0.0180 -0.0023 -0.0406
C 1.317940 -3.156160 -0.172198 0.1067 -0.0721 0.1566
C 3.454902 1.670728 -4.267153 0.0309 -0.0238 -0.0193
C 1.607008 3.368688 -5.436636 0.0212 -0.0169 0.0151
C 4.231465 -2.103173 -1.700816 -0.0157 0.0160 0.0273
C 2.529154 -1.078650 -0.101656 -0.1432 0.0134 -0.0230
C -3.341400 0.543062 -3.114709 0.0159 0.0178 -0.0018
C 2.197949 -3.744635 0.803688 -0.0672 -0.0428 -0.0608
H 2.947733 -3.277432 -4.603172 -0.0072 -0.0003 0.0100
H -2.693289 -1.071923 3.814618 -0.0055 0.0084 -0.0110
H 0.191118 2.483858 -4.078513 0.0021 0.0089 -0.0060
H 4.534648 1.962573 -0.532530 -0.0036 0.0282 0.0279
H -3.492388 1.968665 3.268334 0.0058 -0.0064 -0.0115
H 3.568407 0.463546 3.249901 -0.0419 -0.0171 -0.0085
H 4.657800 -3.816942 -2.857440 -0.0034 0.0062 -0.0092
H 4.177843 0.997748 -3.820699 -0.0003 0.0103 -0.0110
H -1.503446 1.493237 -2.521712 -0.0165 0.0120 -0.0006
H -0.386173 -3.378742 -1.432721 -0.0028 0.0087 -0.0039
H 3.240342 4.077211 -6.641677 -0.0035 -0.0012 0.0039
H 4.876068 2.578683 1.085483 0.0383 -0.0250 -0.0186
H -2.201147 -2.066774 -0.610216 0.0070 -0.0018 0.0148
H 1.862238 0.906403 3.379885 0.0144 0.0122 -0.0075
H -5.837492 -1.580577 -3.566815 0.0093 -0.0163 -0.0019
H -2.214343 0.471547 4.519395 0.0144 0.0038 0.0079
H 0.879204 4.026386 -5.895982 0.0044 -0.0063 0.0029
H 4.890878 2.565637 -5.583810 -0.0030 -0.0029 0.0019
H -1.954860 2.553786 3.898443 0.0166 0.0120 -0.0148
H 0.959304 3.190219 1.484942 0.0245 0.0237 -0.0372
H 5.133379 0.872407 0.731632 0.0015 0.0492 -0.0399
H -3.617324 1.326013 -3.809075 -0.0024 -0.0062 0.0084
H 2.487186 3.902806 0.953929 -0.0112 -0.0211 0.0128
H 3.810212 -3.379291 2.183583 0.0109 0.0065 0.0035
H 4.033919 -0.040207 -1.215847 0.0178 0.0380 0.0116
H 2.027205 -4.765630 1.118369 -0.0016 0.0078 -0.0277
H -5.566454 -0.082436 -4.345788 0.0169 0.0002 -0.0182
H -0.442431 -4.376113 0.047247 0.0127 0.0349 0.0027
H 3.118205 2.155656 3.467846 -0.0143 -0.0409 0.0142
H -2.675708 3.329793 2.487853 -0.0055 -0.0024 -0.0122
H 4.998766 -2.333953 -0.971985 0.0006 0.0183 -0.0060
H 0.612665 -4.831225 -1.289913 -0.0065 -0.0020 0.0097
H 1.424690 3.101212 -0.218155 0.0035 0.0243 0.0092
H -4.315613 -2.426538 -1.818207 0.0006 0.0093 -0.0014
H 1.727663 -1.126739 -4.490428 0.0071 -0.0090 -0.0007
H 4.172669 -1.068584 1.379925 -0.0285 -0.0338 0.0022
H -1.042135 -0.840952 4.362668 0.0033 -0.0044 -0.0065


2.
80
Properties=species:S:1:pos:R:3:forces:R:3 method="wB97M-V/def2-TZVPD" max_force_ha_per_bohr=0.044 smiles="C=CN(CCC)C(=O)OP(=O)(O)O.c1ccncc1.c1ccncc1.c1ccncc1.c1ccncc1.c1ccncc1" gap_ha=0.350 e_tot_ev=-61215.089
P -3.834563 3.023590 -0.172057 -1.5163 -0.6992 -0.7719
O -2.003807 3.302942 -2.274311 0.3762 -0.0933 1.4393
O -2.379504 2.284035 -0.264762 0.2237 0.8496 -0.1675
O -3.646963 4.590526 -0.230070 0.8119 -0.0551 0.4707
O -4.797445 2.497483 -1.119020 -0.2251 -0.2030 -0.1749
O -4.256909 2.743041 1.325755 0.8180 0.1236 -0.0539
N -0.629676 5.693466 2.590064 -0.0575 0.0799 0.1882
N 1.255465 -2.868188 -1.077618 -0.0185 -0.1099 -0.0372
N -0.229476 2.410911 -1.089588 -2.0438 -0.2633 0.8766
N 5.717750 -1.228662 -0.179395 0.0601 -0.0763 -0.0626
N -0.154509 -6.034708 2.092169 -0.0611 -0.0817 0.1118
N -3.657561 -2.064449 -4.440211 -0.0175 0.0370 0.0295
C 0.608618 0.354196 -0.159007 -0.1508 0.5620 0.0721
C 0.387311 -3.179349 -2.038724 0.0181 0.1245 0.0069
C 6.800754 -3.132850 -1.899911 0.0298 -0.0494 -0.0422
C 1.084086 4.141677 0.219117 0.5305 1.1753 -0.2879
C -0.045976 5.424404 4.899459 -0.0005 0.0054 -0.0008
C 0.650898 3.597836 -1.128068 0.1505 0.2049 -0.2872
C 5.430563 -2.946482 -1.828074 0.0245 -0.0061 0.0005
C -1.095594 -5.094489 2.134589 0.1053 0.0840 -0.1193
C 0.547057 -5.510939 -1.597117 0.0015 -0.0275 -0.0241
C 7.622982 -2.355229 -1.100947 -0.0249 -0.0052 -0.0031
C -4.797006 0.253662 -3.385593 -0.2210 0.1110 -0.0524
C 0.022967 1.537438 0.026822 0.6484 -0.4943 -0.2575
C -0.381708 4.926671 3.650768 -0.0337 -0.0534 -0.1046
C -0.210906 7.611841 3.964436 0.0080 -0.0360 0.0170
C -2.247432 -5.192560 2.900196 0.0061 -0.0289 0.0156
C 7.032465 -1.423128 -0.261370 -0.0226 0.0769 0.0755
C -2.433523 -6.333537 3.662656 -0.0532 -0.0037 0.0379
C -2.969634 -1.245711 -3.646509 0.0478 -0.0773 -0.0289
C -1.465486 -7.323871 3.630084 -0.0059 0.0195 -0.0108
C -4.917184 -1.725456 -4.707934 -0.0033 -0.0744 -0.0440
C 2.026849 5.329984 -0.062477 0.4102 -0.9747 -0.1263
C -5.530162 -0.584320 -4.211358 0.1140 -0.0559 0.0035
C 1.769554 -3.878192 -0.376349 0.0839 0.1199 0.0785
C -0.349330 -7.124487 2.832449 0.0782 0.0024 -0.0457
C -3.487602 -0.085150 -3.095578 0.0160 -0.0833 -0.0436
C -1.558930 2.726558 -1.296684 0.1222 0.0605 -1.1360
C -0.001112 -4.475695 -2.337496 -0.0053 -0.0279 0.0172
C 4.942853 -1.984397 -0.956645 -0.1524 0.1237 0.1064
C -0.542409 7.011691 2.759786 -0.0460 -0.0101 -0.1395
C 0.041303 6.797819 5.056014 0.0167 0.0353 0.0552
C 1.453836 -5.209367 -0.594580 0.0255 -0.0008 -0.1016
H -2.977769 -4.395365 2.897105 0.0079 0.0132 -0.0227
H 0.088249 4.386405 -1.618864 -0.1434 0.0071 -0.2064
H 8.698145 -2.467948 -1.126602 0.0060 0.0152 0.0173
H -0.251232 1.842447 1.027540 0.7355 0.7958 0.1464
H -0.909202 -4.219938 1.519064 -0.0479 0.0185 0.0066
H 0.254466 4.552053 0.789806 -0.2543 -0.4816 0.1192
H -1.945951 -1.542853 -3.446614 0.0155 0.0450 0.0305
H 2.470967 -3.593127 0.400853 0.0154 -0.0928 0.0264
H 7.222063 -3.872887 -2.568434 0.0013 0.0008 -0.0010
H 0.142514 4.753108 5.725642 -0.0019 -0.0206 -0.0106
H -2.958621 4.852217 -0.853668 -0.1021 0.1384 -0.3328
H 1.673166 3.447693 0.806030 -0.2608 -0.3791 0.1814
H -0.456923 3.856946 3.482227 0.0398 -0.0192 0.0604
H -0.152964 8.688391 4.043436 -0.0072 0.0069 -0.0238
H 1.517033 3.438345 -1.764344 0.1550 -0.4292 -0.0068
H -0.751068 7.610864 1.880309 0.0097 0.0514 0.0299
H 2.257033 5.880931 0.841688 -0.2199 0.3269 0.0582
H -3.319809 -6.449606 4.273229 -0.0015 -0.0004 -0.0012
H -1.571984 -8.230640 4.209356 0.0193 -0.0105 -0.0046
H -6.556910 -0.358997 -4.465348 -0.0071 -0.0157 -0.0117
H -5.456675 -2.409165 -5.354959 -0.0458 0.0334 -0.0002
H -2.881851 0.538214 -2.456353 0.0221 0.0457 0.0374
H 1.670690 5.956866 -0.874215 -0.1704 0.3540 0.1435
H 2.973322 4.903539 -0.394873 0.1877 0.1395 -0.1589
H 1.341844 0.044387 0.569590 -0.7933 -0.9912 0.6324
H -3.489844 2.939905 1.880533 -0.2098 0.0147 0.4745
H -0.713230 -4.665858 -3.128882 -0.0156 0.0359 -0.0036
H 0.385504 -0.257484 -1.017454 1.0265 0.3022 -0.6930
H 0.434549 -7.872429 2.778806 -0.0309 -0.0397 0.0414
H 1.903114 -5.985365 0.006119 -0.0306 0.0250 0.0639
H 7.638280 -0.795694 0.383479 0.0545 -0.0225 -0.0234
H 0.302099 7.227227 6.014610 0.0008 -0.0012 0.0012
H -0.013573 -2.339872 -2.595774 -0.0268 -0.0308 -0.0562
H 4.751673 -3.531969 -2.433161 -0.0330 0.0160 0.0138
H 0.270663 -6.537985 -1.798291 -0.0061 -0.0005 0.0063
H -5.234831 1.152389 -2.973640 0.0621 0.0030 0.0668
H 3.876155 -1.803297 -0.870858 -0.0188 -0.0582 -0.0795